{
  "formula": "C7H7FN2O",
  "method": "ωB97M-V/def2-TZVPD",
  "homo_energy_ev": -8.9340,
  "de_lowest_kcal_mol": 50.0,
  "total_charge": 0,
  "homo_lumo_gap_ev": 8.161,
  "symbols": ["C", "O", "C", "C", "N", "N", "C", "C", "C", "C", "F", "H", "H", "H", "H", "H", "H", "H"],
  "coordinates": [[0.017, -1.379, 1.671], [-0.418, -0.190, 1.126], [0.297, 0.983, 1.052], [1.312, 1.155, 1.964], [2.017, 1.183, 2.853], [0.200, 1.873, 0.138], [-0.467, 1.888, -0.993], [-0.970, 0.940, -1.816], [-0.751, -0.491, -1.768], [0.380, -1.029, -1.406], [0.541, -2.428, -1.232], [0.906, -1.772, 1.089], [-0.840, -2.125, 1.434], [0.251, -1.248, 2.780], [-0.553, 2.927, -1.295], [-1.669, 1.338, -2.609], [-1.590, -1.130, -1.723], [1.335, -0.495, -1.266]],
  "atomic_forces_ev_per_a": [[0.57, -2.31, 0.66], [-0.81, 3.02, -1.27], [-1.72, -1.12, -2.85], [0.31, 0.00, 1.43], [1.48, 0.13, 1.26], [2.17, -1.42, 3.37], [-1.98, 0.57, -2.58], [-0.69, 1.01, -0.76], [-0.31, 0.27, 1.03], [2.12, -1.66, -0.06], [-0.44, 2.23, -0.25], [-0.74, 0.40, 0.97], [1.47, 1.23, 0.90], [-0.33, -0.56, -1.41], [-0.67, -0.01, -0.42], [1.11, -0.55, 0.73], [-1.03, -0.73, -0.65], [-0.52, -0.51, -0.11]],
  "lowdin_charge": [-0.1006, -0.0894, -0.3462, -0.1536, 0.2134, 0.1337, -0.1786, -0.0634, -0.0977, -0.1080, -0.0416, 0.0973, 0.1315, 0.1136, 0.1090, 0.1226, 0.1136, 0.1444]
}